[1]
The following is a quantum chemistry calculation of a molecular structure, C18H13CsF6N3O6S3 at a distorted geometry, from OMol25.

Geometry (Å):
Cs -0.113 -1.640 -1.374
F 0.479 -5.787 -5.350
C -0.651 -5.331 -4.808
F -1.228 -4.489 -5.668
F -1.475 -6.364 -4.621
S -0.308 -4.473 -3.187
O -1.141 -3.292 -3.179
O -0.540 -5.460 -2.184
N 1.249 -4.079 -3.182
S 1.839 -2.824 -3.990
O 1.503 -2.769 -5.381
O 1.762 -1.600 -3.212
C 3.634 -3.291 -3.971
F 4.127 -3.362 -2.736
F 3.833 -4.458 -4.580
F 4.315 -2.346 -4.636
C 3.298 2.417 5.287
C 2.353 1.622 4.441
C 1.504 0.677 5.000
C 0.612 -0.042 4.218
C 0.556 0.165 2.853
C 1.398 1.107 2.280
C 2.283 1.825 3.063
S -0.566 -0.789 1.820
O -1.549 -1.303 2.752
O 0.299 -1.774 1.176
N -1.055 0.182 0.701
C -1.823 1.285 0.927
C -2.253 1.771 2.142
C -2.985 2.976 2.231
C -3.297 3.710 1.125
C -2.884 3.239 -0.151
C -3.184 3.950 -1.337
C -2.775 3.451 -2.538
C -2.062 2.228 -2.535
N -1.758 1.548 -1.465
C -2.159 2.038 -0.260
H 3.455 1.947 6.258
H 2.925 3.427 5.470
H 4.273 2.517 4.806
H 1.532 0.493 6.068
H -0.050 -0.765 4.674
H 1.355 1.289 1.214
H 2.930 2.556 2.592
H -2.060 1.232 3.060
H -3.292 3.303 3.217
H -3.855 4.635 1.190
H -3.736 4.879 -1.257
H -2.977 3.954 -3.473
H -1.738 1.815 -3.487

Relative energy (zero: lowest compared OMol25 entry of this formula, charge and spin)   0.0 kJ/mol
HOMO   -0.187 Ha
Orbital gap   7.346 eV
LUMO level   2.2529 eV
Total charge   -1
E   -84993.529 eV

***

[2]
The following is a quantum chemistry calculation of a gas-phase ion, C6H14N4 (charge +2) at a distorted geometry, from OMol25.

Geometry (Å):
C -0.372 -0.384 1.408
C 0.640 -1.450 -0.301
C -0.199 0.628 0.293
C -1.593 1.011 -0.131
C 0.649 1.888 0.581
C 0.589 0.116 -2.133
N 0.484 -0.159 -0.740
N 0.134 -1.560 0.982
N -0.923 -0.224 2.558
N 1.222 -2.365 -1.054
H -1.595 1.686 -1.038
H -2.196 1.528 0.605
H -2.238 0.183 -0.425
H 0.385 2.612 -0.212
H 1.730 1.597 0.467
H 0.388 2.365 1.682
H 0.845 1.175 -2.211
H 1.353 -0.502 -2.574
H -0.376 -0.043 -2.693
H 0.348 -2.358 1.574
H -1.339 0.605 2.881
H -1.030 -0.931 3.215
H 1.339 -2.208 -2.060
H 1.753 -3.212 -0.674

Relative energy (zero: lowest compared OMol25 entry of this formula, charge and spin)   28.1 kJ/mol
HOMO (spin up / spin down)   -0.521 / -0.706 Ha
2S+1   3
Orbital gap (spin up / spin down)   7.056 / 6.971 eV
LUMO level (spin up / spin down)   -7.1170 / -12.2295 eV
Expectation value of S²   2.023
Total charge   +2
E   -12388.961 eV

***

[3]
The following is a quantum chemistry calculation of a molecular structure, C27H57As3N2P2SV, from OMol25.

Geometry (Å):
V 1.181 0.026 0.284
C 4.191 -0.584 2.246
P 3.246 -1.247 0.830
C 3.323 -3.030 1.209
C 4.357 -1.101 -0.623
C 5.351 -2.035 -0.914
C 6.120 -1.913 -2.060
C 5.906 -0.852 -2.929
C 4.933 0.091 -2.642
C 4.153 -0.021 -1.493
P 2.902 1.218 -0.996
C 3.961 2.451 -0.156
C 2.586 2.168 -2.525
H 5.210 -0.973 2.251
H 3.691 -0.895 3.165
H 4.208 0.502 2.230
H 4.339 -3.357 1.431
H 2.936 -3.615 0.374
H 2.707 -3.232 2.083
H 5.525 -2.874 -0.254
H 6.882 -2.649 -2.279
H 6.499 -0.758 -3.830
H 4.782 0.916 -3.326
H 4.817 2.685 -0.791
H 4.321 2.081 0.799
H 3.388 3.361 0.017
H 3.491 2.646 -2.903
H 1.866 2.952 -2.290
H 2.168 1.534 -3.304
C -0.079 -3.490 1.849
As -0.540 -1.673 1.288
C -1.274 -1.030 2.970
C -2.246 -2.044 0.390
C -2.227 -2.226 -1.134
C -1.060 -3.128 -1.555
C -2.150 -0.866 -1.832
As -0.454 0.114 -1.770
C -1.098 1.805 -2.482
C 0.416 -0.639 -3.367
C -3.516 -2.954 -1.585
As -5.407 -2.364 -1.414
C -5.414 -0.583 -2.249
C -5.573 -1.773 0.454
H -0.990 -4.013 2.139
H 0.585 -3.446 2.710
H 0.409 -4.039 1.046
H -1.989 -1.753 3.363
H -1.767 -0.079 2.784
H -0.466 -0.888 3.686
H -2.900 -1.216 0.659
H -2.639 -2.943 0.872
H -0.086 -2.704 -1.286
H -1.059 -3.291 -2.634
H -1.137 -4.106 -1.074
H -2.903 -0.197 -1.416
H -2.372 -0.975 -2.898
H -1.655 1.622 -3.400
H -0.255 2.460 -2.690
H -1.749 2.268 -1.741
H -0.297 -1.260 -3.907
H 1.283 -1.242 -3.099
H 0.733 0.167 -4.026
H -3.523 -3.942 -1.113
H -3.433 -3.151 -2.660
H -4.944 -0.635 -3.231
H -4.922 0.178 -1.644
H -6.457 -0.300 -2.394
H -5.342 -2.598 1.127
H -6.622 -1.509 0.602
H -4.944 -0.918 0.694
C 1.865 3.239 2.797
C 0.656 2.711 2.015
C 0.311 3.659 0.865
C -0.541 2.636 2.975
C 0.944 1.344 1.460
H 1.644 4.221 3.223
H 2.744 3.340 2.164
H 2.116 2.568 3.622
H 0.102 4.664 1.240
H -0.569 3.299 0.328
H 1.139 3.738 0.155
H -0.759 3.626 3.385
H -0.325 1.970 3.813
H -1.428 2.267 2.456
H 1.184 0.571 2.257
N -5.698 2.050 1.715
C -4.463 2.516 1.473
N -4.168 3.730 1.961
S -3.334 1.619 0.609
H -6.400 2.584 2.198
H -5.944 1.153 1.334
H -4.815 4.273 2.506
H -3.241 4.087 1.812

HOMO (spin up / spin down)   -0.351 / -0.348 Ha
Orbital gap (spin up / spin down)   7.133 / 7.148 eV
LUMO level (spin up / spin down)   -2.4200 / -2.3093 eV
Total charge   +1
E   -269515.003 eV

***

[4]
The following is a quantum chemistry calculation of 10 unconnected molecules or ions with the total composition C26H67BN21O13 at a distorted geometry, from OMol25.

Geometry (Å):
C -1.564 4.173 -3.478
C -0.674 3.458 -4.638
C 0.892 3.931 -4.599
C 1.739 2.589 -4.229
N 1.479 2.235 -2.803
C 2.434 1.268 -2.266
N 3.185 1.702 -1.092
C 4.146 0.870 -0.399
B 4.957 1.350 0.954
N 4.945 2.809 1.279
O 5.610 0.328 1.757
C 4.463 -0.594 -0.874
C 3.706 -1.134 -2.138
C 4.003 -2.626 -2.596
O 4.380 -2.997 -3.723
O 3.829 -3.644 -1.591
C 2.424 -3.747 -1.221
C 2.236 -3.845 0.395
C 2.642 -2.490 1.164
O 1.882 -1.313 0.738
C 2.697 -0.159 -2.807
C 1.925 -0.716 -4.116
C 2.975 -0.593 -5.341
C 2.342 -0.010 -6.701
C 0.978 -0.755 -7.155
H -2.050 5.147 -3.847
H -0.811 4.399 -2.625
H -2.330 3.438 -3.051
H -1.136 3.587 -5.687
H -0.710 2.323 -4.404
H 1.123 4.269 -5.681
H 1.078 4.786 -3.868
H 1.316 1.780 -4.943
H 2.847 2.698 -4.495
H 0.499 1.968 -2.627
H 3.046 2.656 -0.704
H 3.931 3.056 1.361
H 5.276 3.333 0.453
H 4.968 -0.015 2.443
H 5.204 -1.245 -0.307
H 2.038 -4.744 -1.639
H 1.753 -2.931 -1.667
H 1.129 -4.090 0.591
H 2.850 -4.715 0.842
H 3.775 -2.331 1.094
H 2.364 -2.639 2.274
H 0.980 -1.326 1.176
H 1.747 -1.840 -3.921
H 0.927 -0.197 -4.298
H 3.831 0.128 -5.047
H 3.474 -1.585 -5.603
H 3.111 -0.249 -7.535
H 2.247 1.140 -6.715
H 1.188 -1.857 -7.362
H 0.675 -0.282 -8.161
H 0.190 -0.562 -6.354
C 2.044 3.972 3.500
O 2.762 3.708 2.543
N 1.714 5.241 3.835
N 1.519 3.017 4.304
H 1.128 5.479 4.614
H 2.086 5.979 3.260
H 1.742 2.059 4.086
H 0.929 3.212 5.092
C 5.725 -1.758 5.239
O 4.795 -1.659 4.447
N 7.022 -1.709 4.853
N 5.533 -1.924 6.568
H 7.798 -1.789 5.486
H 7.205 -1.586 3.870
H 4.578 -1.964 6.891
H 6.278 -2.008 7.235
C -0.841 -0.968 3.359
O -0.148 -1.266 2.388
N -1.138 0.313 3.675
N -1.363 -1.893 4.192
H -1.702 0.578 4.462
H -0.766 1.033 3.076
H -1.163 -2.860 3.990
H -1.931 -1.671 4.990
C -4.085 -4.366 4.795
O -3.012 -4.153 5.339
N -5.145 -4.897 5.450
N -4.308 -4.087 3.485
H -6.034 -5.080 5.021
H -5.018 -5.118 6.425
H -3.542 -3.690 2.964
H -5.182 -4.254 3.017
C 2.167 -3.642 8.038
O 1.977 -2.445 8.201
N 1.780 -4.574 8.943
N 2.782 -4.140 6.938
H 1.927 -5.560 8.829
H 1.319 -4.242 9.775
H 3.084 -3.476 6.242
H 2.949 -5.117 6.784
C -4.455 5.405 -6.120
O -4.099 5.140 -4.978
N -3.580 5.522 -7.150
N -5.751 5.602 -6.452
H -3.851 5.737 -8.092
H -2.605 5.381 -6.943
H -6.433 5.523 -5.711
H -6.064 5.819 -7.381
C -2.246 -3.354 -0.910
O -2.962 -4.169 -1.471
N -1.203 -2.743 -1.524
N -2.422 -2.983 0.377
H -0.605 -2.069 -1.077
H -1.029 -2.989 -2.485
H -3.183 -3.407 0.878
H -1.837 -2.314 0.848
C -4.654 -0.185 3.278
O -3.962 -0.481 2.315
N -4.956 1.099 3.594
N -5.178 -1.114 4.114
H -5.522 1.363 4.380
H -4.584 1.819 2.996
H -4.975 -2.082 3.911
H -5.748 -0.892 4.910
C -8.277 3.328 -4.300
O -8.424 4.250 -5.089
N -7.057 2.907 -3.886
N -9.323 2.646 -3.771
H -6.915 2.152 -3.240
H -6.252 3.390 -4.258
H -10.247 2.930 -4.055
H -9.225 1.887 -3.123

HOMO   -0.411 Ha
Orbital gap   7.357 eV
LUMO level   -3.8356 eV
Total charge   +1
E   -86634.914 eV

***

[5]
The following is a quantum chemistry calculation of 4 unconnected molecules or ions with the total composition C11H13BrN4O3 at a distorted geometry, from OMol25.

Geometry (Å):
N 1.953 1.625 -0.645
C 1.302 1.358 0.710
C 2.530 0.912 1.735
C 2.613 1.140 3.233
Br 1.265 1.998 4.442
C 4.069 0.532 3.679
O 4.606 0.243 4.867
O 4.941 0.227 2.498
C 3.941 0.121 1.391
O 4.004 -0.530 0.227
H 2.151 0.729 -1.161
H 2.863 2.125 -0.531
H 0.429 0.572 0.656
H 0.936 2.420 1.112
C 0.191 -2.703 -0.832
C -0.612 -1.663 -0.169
N -1.246 -0.841 0.355
H -0.296 -3.073 -1.740
H 1.178 -2.328 -1.125
H 0.355 -3.567 -0.178
C -1.671 -0.328 -4.011
C -1.058 -1.660 -3.870
N -0.575 -2.712 -3.759
H -2.764 -0.386 -4.027
H -1.394 0.334 -3.184
H -1.359 0.164 -4.938
C -4.860 0.844 1.339
C -4.447 0.960 -0.069
N -4.121 1.052 -1.182
H -5.275 -0.146 1.559
H -4.018 1.000 2.022
H -5.627 1.581 1.598

Relative energy (zero: lowest compared OMol25 entry of this formula, charge and spin)   440.1 kJ/mol
HOMO   -0.361 Ha
Orbital gap   8.139 eV
LUMO level   -1.6868 eV
E   -93757.134 eV

***

[6]
The following is a quantum chemistry calculation of a molecular structure, C31H51Cl2N3P2Yb at a distorted geometry, from OMol25.

Geometry (Å):
P 0.925 1.391 -1.269
C 1.711 0.534 -2.770
C 2.421 1.371 -3.847
C 2.782 0.489 -5.048
C 3.600 -0.747 -4.660
C 2.945 -1.538 -3.523
C 2.580 -0.649 -2.325
C 2.370 2.105 -0.286
C 3.533 2.738 -1.054
C 4.507 3.392 -0.066
C 5.007 2.415 1.002
C 3.861 1.673 1.702
C 2.872 1.050 0.712
C 0.307 2.954 -2.084
C -0.774 2.612 -3.122
C -1.371 3.867 -3.775
C -1.873 4.883 -2.743
C -0.802 5.211 -1.698
C -0.197 3.961 -1.040
H 0.795 0.112 -3.225
H 3.333 1.823 -3.437
H 1.788 2.202 -4.188
H 3.326 1.084 -5.790
H 1.849 0.158 -5.522
H 3.720 -1.395 -5.535
H 4.609 -0.440 -4.354
H 2.023 -2.009 -3.890
H 3.610 -2.343 -3.190
H 2.038 -1.250 -1.581
H 3.503 -0.275 -1.856
H 1.886 2.905 0.301
H 3.985 4.223 0.428
H 3.175 3.490 -1.774
H 4.060 1.962 -1.630
H 5.353 3.823 -0.614
H 5.598 2.958 1.747
H 5.680 1.681 0.539
H 4.261 0.892 2.359
H 3.311 2.379 2.340
H 2.009 0.636 1.254
H 3.355 0.229 0.163
H 1.182 3.393 -2.596
H -0.371 1.959 -3.910
H -1.575 2.043 -2.625
H -0.607 4.346 -4.404
H -2.191 3.572 -4.439
H -2.759 4.476 -2.238
H -2.190 5.801 -3.250
H -1.221 5.858 -0.920
H 0.005 5.774 -2.185
H 0.624 4.279 -0.384
H -0.938 3.471 -0.390
Yb -1.179 -1.060 0.900
Cl -0.493 1.091 1.897
Cl -0.750 -2.011 -1.336
C -0.939 -2.839 2.657
H -1.667 -3.165 3.409
C 0.374 -3.287 2.852
C 0.855 -3.874 4.084
C 2.174 -4.242 4.237
C 3.085 -4.056 3.181
C 2.672 -3.479 1.964
C 1.340 -3.130 1.785
H 0.129 -3.997 4.901
H 2.524 -4.680 5.185
H 3.381 -3.304 1.146
H 0.972 -2.755 0.823
H 4.120 -4.345 3.303
C -6.329 -3.662 2.170
N -4.922 -4.037 2.465
C -4.615 -3.696 3.873
N -4.854 -2.262 4.161
C -6.262 -1.926 3.831
N -6.603 -2.247 2.438
C -5.945 -1.351 1.476
P -4.092 -1.508 1.556
C -4.018 -3.385 1.507
C -3.946 -1.371 3.426
H -6.990 -4.253 2.819
H -6.531 -3.891 1.116
H -3.570 -3.957 4.102
H -5.281 -4.288 4.520
H -6.408 -0.854 4.019
H -6.924 -2.517 4.478
H -6.298 -1.597 0.466
H -6.241 -0.316 1.688
H -2.976 -3.687 1.681
H -4.317 -3.702 0.496
H -4.204 -0.335 3.694
H -2.907 -1.558 3.719

HOMO (spin up / spin down)   -0.123 / -0.128 Ha
2S+1   2
Orbital gap (spin up / spin down)   5.841 / 5.970 eV
LUMO level (spin up / spin down)   2.4854 / 2.4852 eV
Expectation value of S²   0.790
Total charge   -1
E   -112601.009 eV